# 1
# C2H7Br2N2

A gas-phase ion, C2H7Br2N2 (charge +1) at a distorted geometry (wB97M-V/def2-TZVPD, OMol25).

The geometry in XYZ format:
```
13
Properties=species:S:1:pos:R:3:forces:R:3
N 0.849 -1.630 0.778 0.8 2.3 -1.8
C 0.829 -0.348 0.120 2.0 -2.2 0.1
Br 1.732 1.266 1.260 -1.1 -0.9 -0.7
C -0.569 -0.123 -0.457 0.3 -0.3 -0.8
N -0.856 1.342 -0.553 -3.1 -0.3 1.1
Br -2.185 -0.863 0.371 0.9 -0.1 -0.1
H 1.805 -2.002 0.889 -1.2 0.1 0.5
H 0.108 -1.739 1.458 0.6 -0.4 0.3
H 1.580 -0.341 -0.786 -1.4 0.1 2.0
H -0.387 -0.589 -1.496 -1.2 0.9 1.4
H -0.476 1.647 -1.417 0.1 1.2 -1.0
H -0.505 1.875 0.246 1.1 -0.1 0.2
H -1.926 1.507 -0.413 2.0 -0.4 -1.2
```
Positions in Å, forces in eV/Å.

Computed properties:
- total charge = +1
- SMILES = N[C@H](Br)[C@H]([NH3+])Br
- LUMO energy (eV) = -3.98

---

# 2
# C2H7BrNO

2 unconnected molecules or ions with the total composition C2H7BrNO at a distorted geometry (wB97M-V/def2-TZVPD, OMol25).

The geometry in XYZ format:
```
12
Properties=species:S:1:pos:R:3:forces:R:3
C -0.250 -0.199 1.015 0.5 0.0 -1.2
C 0.061 1.203 0.734 -0.4 1.2 -0.9
N -1.291 -0.664 0.227 -4.3 -0.5 -1.8
O -0.802 1.911 0.028 1.5 -1.5 1.3
Br 3.028 -0.176 -0.293 0.3 -0.4 1.0
H 0.607 -0.874 0.747 0.4 1.2 0.5
H -0.482 -0.467 2.033 0.4 0.6 1.0
H 1.048 1.650 0.923 -0.4 -0.1 0.2
H 2.932 0.334 -1.570 0.0 0.4 -1.2
H -1.951 -1.269 0.788 0.7 1.2 -1.5
H -1.763 -0.010 -0.518 1.2 -2.0 2.4
H -0.508 2.810 -0.228 0.2 -0.3 0.3
```
Positions in Å, forces in eV/Å.

Computed properties:
- total charge = +1
- LUMO energy (eV) = -6.27

---

# 3
# C2H7ClN2O2S

2 unconnected molecules or ions with the total composition C2H7ClN2O2S at a distorted geometry (wB97M-V/def2-TZVPD, OMol25).

The geometry in XYZ format:
```
15
Properties=species:S:1:pos:R:3:forces:R:3
C 0.099 -0.045 2.006 1.0 1.0 -0.8
C 0.301 0.272 -0.405 -0.3 2.7 -2.4
N -2.409 0.778 -1.025 -1.1 2.1 -1.0
N -0.094 -0.356 0.779 -0.3 1.2 2.9
O -1.461 -2.080 -1.056 0.2 0.2 -0.5
O 0.059 -2.799 0.751 0.3 -1.3 -0.3
S -1.167 -2.168 0.353 -0.4 -0.2 1.3
Cl -2.859 1.176 0.600 -0.2 -0.2 0.0
H 0.794 0.726 2.473 -0.5 -0.6 -1.5
H -2.635 -0.193 -1.215 -0.4 0.1 -0.1
H -0.443 -0.493 2.814 -0.5 -1.0 -0.1
H 1.295 0.686 -0.615 0.3 -0.5 1.1
H 0.092 -0.414 -1.231 0.0 0.1 0.1
H -0.400 1.191 -0.604 1.3 -1.9 0.5
H -2.942 1.492 -1.606 0.7 -1.8 0.8
```
Positions in Å, forces in eV/Å.

Computed properties:
- total charge = 0
- LUMO energy (eV) = 0.24

---

# 4
# C2H7ClSi

A molecular structure, C2H7ClSi at a distorted geometry (wB97M-V/def2-TZVPD, OMol25).

The geometry in XYZ format:
```
11
Properties=species:S:1:pos:R:3:forces:R:3
C 1.017 0.661 -0.393 1.4 -3.7 -1.1
C -1.548 -0.637 1.171 -1.1 1.4 -3.8
Si -0.337 -0.647 -0.436 0.8 -0.5 2.8
Cl -2.381 -2.121 0.774 -1.1 -1.9 -0.2
H 0.640 1.515 -0.711 -1.7 4.7 -0.6
H 1.700 0.740 0.468 -0.5 -0.2 -0.4
H 1.574 0.411 -1.347 0.1 -0.2 1.2
H -1.155 -0.843 2.090 1.2 0.3 2.5
H -2.411 0.105 1.153 1.7 -0.4 0.3
H 0.578 -1.846 -0.423 -0.7 0.0 0.2
H -1.328 -0.889 -1.463 -0.1 0.6 -0.8
```
Positions in Å, forces in eV/Å.

Computed properties:
- total charge = 0
- LUMO energy (eV) = 0.89

---

# 5
# C2H7F2NSi

2 unconnected molecules or ions with the total composition C2H7F2NSi at a distorted geometry (wB97M-V/def2-TZVPD, OMol25).

The geometry in XYZ format:
```
13
Properties=species:S:1:pos:R:3:forces:R:3
C -1.363 -0.114 -1.042 0.5 -1.3 0.2
Si -0.215 -1.023 -0.070 0.7 -0.7 0.8
F -0.344 -2.552 0.483 -0.5 1.1 -0.9
N 1.291 -0.629 0.686 -0.7 -0.3 -1.3
C 1.832 0.688 0.446 1.3 0.3 0.7
H -1.022 0.872 -1.417 -0.3 -0.9 0.0
H -1.988 -0.824 -1.661 0.6 1.2 0.6
H 2.001 -1.346 0.702 -0.3 -0.3 0.2
H 2.855 0.893 0.850 -0.6 -0.8 -0.9
H 1.643 1.118 -0.511 0.5 -0.1 -1.3
H 1.282 1.306 1.048 -1.5 1.9 1.8
F -3.317 1.063 0.577 1.8 -1.5 -2.0
H -2.655 0.548 -0.091 -1.6 1.4 2.1
```
Positions in Å, forces in eV/Å.

Computed properties:
- total charge = 0
- SMILES = C=[Si](F)NC.F
- LUMO energy (eV) = 0.02

---

# 6
# C2H7FN4

2 unconnected molecules or ions with the total composition C2H7FN4 at a distorted geometry (wB97M-V/def2-TZVPD, OMol25).

The geometry in XYZ format:
```
14
Properties=species:S:1:pos:R:3:forces:R:3
C -1.064 1.626 2.377 0.0 -2.9 2.7
C 0.744 -1.302 -3.228 2.6 -0.4 1.4
N -0.319 -0.371 1.108 -3.2 -1.2 1.3
N 0.605 -0.082 0.416 1.5 0.3 -1.1
N -0.572 0.208 2.352 2.6 1.5 -0.8
N 1.321 -0.038 -0.453 0.8 0.6 -0.2
F 2.094 -1.312 -3.660 0.5 0.2 0.1
H -2.138 1.463 2.475 -0.3 1.4 -1.0
H -0.746 1.886 3.403 -0.1 0.7 -0.6
H -0.553 2.237 1.660 -0.4 0.2 -0.5
H 0.569 -0.237 -3.017 -0.8 -0.5 -0.4
H 0.322 -1.795 -4.107 -1.2 0.2 0.9
H -1.094 -0.448 2.870 -0.8 -0.5 0.4
H 0.831 -1.836 -2.196 -1.0 0.5 -2.0
```
Positions in Å, forces in eV/Å.

Computed properties:
- total charge = 0
- LUMO energy (eV) = 0.64

---

# 7
# C2H7IN

A gas-phase ion, C2H7IN (charge +1) at a distorted geometry (wB97M-V/def2-TZVPD, OMol25).

The geometry in XYZ format:
```
11
Properties=species:S:1:pos:R:3:forces:R:3
C -0.334 0.581 -1.095 1.3 -1.4 -0.6
N -0.179 0.567 0.377 3.9 0.7 0.0
C 0.581 -0.780 0.910 -1.8 1.6 0.8
I -0.783 -2.392 1.044 0.3 0.5 0.1
H 0.643 0.532 -1.560 0.1 -0.2 -0.1
H -0.914 -0.282 -1.303 -0.2 -1.1 -0.5
H -0.878 1.365 -1.545 -0.5 1.5 0.4
H -1.132 0.527 0.631 -1.1 0.7 1.9
H 0.461 1.439 0.605 -2.3 -1.9 0.3
H 1.269 -0.933 0.180 1.6 -0.8 -2.7
H 1.267 -0.624 1.756 -1.3 0.5 0.5
```
Positions in Å, forces in eV/Å.

Computed properties:
- total charge = +1
- SMILES = C[NH2+]CI
- LUMO energy (eV) = -3.97

---

# 8
# C2H7IOSi

A single C2H7IOSi molecule at a distorted geometry (wB97M-V/def2-TZVPD, OMol25).

The geometry in XYZ format:
```
12
Properties=species:S:1:pos:R:3:forces:R:3
C -0.121 -0.695 1.042 0.5 3.6 -0.5
C 0.667 0.501 0.221 -2.7 -1.7 1.5
O 0.561 0.272 -1.153 -0.2 0.3 -0.6
Si -0.232 -0.798 -2.118 2.2 0.6 0.5
I 1.701 -1.784 -3.460 -1.0 0.3 0.3
H -1.042 -0.615 0.477 -0.7 -0.6 0.7
H 0.278 -1.684 1.065 0.5 -0.5 -0.3
H -0.228 -0.294 2.069 -0.2 -0.5 -0.5
H 1.693 0.442 0.480 1.0 0.7 0.4
H 0.080 1.463 0.510 1.5 -1.4 -0.5
H -1.068 0.156 -2.869 -0.4 -0.8 -0.4
H -0.656 -1.892 -1.223 -0.6 -0.1 -0.7
```
Positions in Å, forces in eV/Å.

Computed properties:
- total charge = 0
- SMILES = CCO[SiH2]I
- LUMO energy (eV) = 0.42

---

# 9
# C2H7N2

A gas-phase ion, C2H7N2 (charge +1) at a distorted geometry (wB97M-V/def2-TZVPD, OMol25).

The geometry in XYZ format:
```
11
Properties=species:S:1:pos:R:3:forces:R:3
C 1.055 -0.649 -0.523 0.8 -1.8 -1.7
N -0.155 -0.305 0.229 0.5 -1.5 -2.4
C -0.472 1.027 0.247 -3.0 4.1 0.4
N -0.864 -1.177 0.654 1.9 -3.0 -0.5
H 1.755 0.209 -0.552 0.0 -0.9 1.0
H 0.862 -0.731 -1.651 -0.7 0.1 1.6
H 1.335 -1.725 -0.222 0.2 2.1 -0.2
H -0.776 1.541 -0.713 1.0 -1.1 0.4
H 0.390 1.502 0.670 0.2 0.9 0.3
H -1.428 1.174 0.828 1.3 0.0 0.0
H -1.702 -0.866 1.032 -2.2 1.2 1.2
```
Positions in Å, forces in eV/Å.

Computed properties:
- total charge = +1
- SMILES = C[N+](C)=N
- LUMO energy (eV) = -6.15

---

# 10
# C2H7N2

A gas-phase ion, C2H7N2 (charge +1) at a distorted geometry (wB97M-V/def2-TZVPD, OMol25).

The geometry in XYZ format:
```
11
Properties=species:S:1:pos:R:3:forces:R:3
N -1.421 0.396 1.212 -1.1 0.7 0.9
C -0.317 0.458 0.415 0.0 -0.9 0.2
C 0.068 -0.505 -0.435 0.6 0.9 -0.4
N 1.429 -0.367 -1.079 0.8 0.0 2.2
H -1.405 0.955 2.054 0.5 0.2 -0.2
H -2.398 0.397 0.930 0.5 -0.6 -0.8
H 0.365 1.283 0.630 0.1 -0.1 -0.1
H -0.343 -1.453 -0.750 -0.6 0.3 0.4
H 1.427 -1.102 -1.783 0.8 0.4 -0.4
H 2.144 -0.577 -0.316 -0.8 -0.2 -1.3
H 1.746 0.565 -1.399 -0.8 -0.6 -0.5
```
Positions in Å, forces in eV/Å.

Computed properties:
- total charge = +1
- SMILES = N/C=C/[NH3+]
- LUMO energy (eV) = -3.75

---

# 11
# C2H7N2

A gas-phase ion, C2H7N2 (charge +1) at a distorted geometry (wB97M-V/def2-TZVPD, OMol25).

The geometry in XYZ format:
```
11
Properties=species:S:1:pos:R:3:forces:R:3
C -0.044 0.375 1.621 -0.4 0.2 0.5
N -0.389 0.430 0.192 0.5 -0.9 0.0
C 0.373 -0.200 -0.661 0.3 0.7 -1.1
N 0.047 -0.518 -1.899 -0.2 -0.3 0.2
H 0.934 0.798 1.827 0.1 0.0 -0.3
H -0.773 0.956 2.179 0.0 0.1 -0.1
H -0.092 -0.650 1.979 0.0 0.0 0.0
H -1.316 0.702 -0.102 -0.2 0.0 0.2
H 1.416 -0.365 -0.418 0.0 -0.1 0.4
H -0.909 -0.657 -2.193 0.0 0.3 0.0
H 0.753 -0.872 -2.526 0.0 -0.1 0.1
```
Positions in Å, forces in eV/Å.

Computed properties:
- total charge = +1
- SMILES = C/[NH+]=C/N
- LUMO energy (eV) = -4.05

---

# 12
# C2H7N2O

A gas-phase ion, C2H7N2O (charge +1) at a distorted geometry (wB97M-V/def2-TZVPD, OMol25).

The geometry in XYZ format:
```
12
Properties=species:S:1:pos:R:3:forces:R:3
N 1.487 -0.343 -0.506 0.1 0.3 1.8
C 0.120 0.213 -0.401 1.2 1.1 -0.4
N -0.874 -0.875 -0.115 1.2 -2.9 0.7
C -0.316 1.165 0.817 1.4 1.8 0.0
O -1.284 0.891 1.461 -0.5 -0.4 0.3
H 2.150 -0.399 0.336 -1.9 0.4 -1.4
H 2.072 -0.214 -1.335 -1.0 0.3 0.2
H -0.146 0.833 -1.344 0.3 -1.4 1.4
H -1.440 -0.522 0.717 0.6 -0.4 0.0
H -0.350 -1.819 0.068 -1.1 2.2 -0.2
H -1.584 -1.087 -0.772 -0.6 -0.1 -1.6
H 0.166 2.156 1.076 0.2 -1.1 -0.8
```
Positions in Å, forces in eV/Å.

Computed properties:
- total charge = +1
- SMILES = N[C@@H]([NH3+])C=O
- LUMO energy (eV) = -4.21

---

Per-record Kohn-Sham gap, eV: 9.85, 7.58, 9.81, 10.60, 9.31, 9.11, 10.24, 9.95, 11.51, 9.74, 11.69, 10.66
Per-record ΔE to the lowest compared entry with this formula, charge and spin, eV: 0.204, 1.997, 1.413, 2.146, 3.997, 2.703, 0.757, 0.000, 3.281, 1.595, 0.182, 1.911